## w
22
Properties=species:S:1:pos:R:3:mulliken_charge:R:1 method="wB97M-V/def2-TZVPD" e_homo_ev=-19.9810 lumo_energy_ev=-14.9 charge=+3 homo_lumo_gap_ev=5.1
Sc 0.004 0.521 -0.014 0.488
O 0.030 3.696 -1.970 0.016
C 0.019 2.676 -1.425 0.371
C 1.720 -0.873 0.453 0.437
O 2.704 -1.428 0.758 0.028
C -1.740 -0.841 0.438 0.438
O -2.736 -1.379 0.735 0.028
C 0.000 -0.910 -1.773 0.423
O -0.001 -1.530 -2.756 0.051
N -0.023 -1.154 3.051 -0.244
C -0.012 0.197 3.159 0.955
C -0.011 0.840 4.403 -0.884
C 0.001 2.221 4.450 -0.257
C 0.013 2.980 3.281 -0.795
C 0.012 2.340 2.059 0.107
N -0.001 0.968 2.036 0.102
H -0.025 -1.701 2.177 0.049
H -0.031 -1.702 3.910 0.256
H -0.020 0.204 5.276 0.426
H 0.002 2.712 5.421 0.475
H 0.022 4.075 3.315 0.449
H 0.021 2.901 1.109 0.081

---

## x
22
Properties=species:S:1:pos:R:3:mulliken_charge:R:1 method="wB97M-V/def2-TZVPD" e_homo_ev="-21.1684 / -19.5251" lumo_energy_ev="-13.8 / -14.7" charge=+3 homo_lumo_gap_ev="7.3 / 4.8"
O -0.192 3.101 0.258 0.007
C -0.100 1.961 0.119 0.328
Sc 0.311 0.026 -0.050 0.590
O 2.105 0.460 -3.657 -0.092
C 1.499 0.339 -2.613 0.290
C -1.949 -0.112 -0.019 0.435
O -3.118 -0.181 -0.007 -0.030
C 0.128 -1.953 -0.188 0.351
O 0.170 -3.102 -0.246 0.013
N 1.656 -0.152 6.084 -0.246
C 1.321 -0.115 4.814 1.155
C 0.045 -0.558 4.357 -0.638
C -0.284 -0.511 3.013 -0.221
N 0.599 -0.049 2.125 -0.182
C 1.820 0.396 2.478 -0.154
C 2.202 0.369 3.800 -0.701
H 1.046 -0.485 6.784 0.255
H 2.535 0.148 6.409 0.253
H -0.685 -0.940 5.068 0.397
H -1.282 -0.860 2.646 0.361
H 2.506 0.777 1.673 0.433
H 3.196 0.722 4.081 0.395

---

The structure with the greatest stability is w.

---

## w
168
Properties=species:S:1:pos:R:3:mulliken_charge:R:1 method="wB97M-V/def2-TZVPD" e_homo_ev=-7.2031 lumo_energy_ev=-1.6 charge=+1 homo_lumo_gap_ev=5.6
C 7.835 -2.286 2.861 -1.149
C 8.708 -1.036 2.994 -0.666
C 8.002 0.318 3.069 -0.722
C 6.887 0.310 4.121 -0.819
P 5.774 1.740 4.187 0.863
C 4.833 1.996 2.634 -1.203
C 4.305 0.719 2.017 0.254
C 3.459 0.899 0.777 -0.723
C 3.044 -0.386 0.066 -0.635
C 6.602 3.309 4.564 -0.916
C 5.686 4.536 4.519 -0.824
C 6.290 5.801 5.107 -0.398
C 5.280 6.941 5.046 -1.324
C 4.447 1.465 5.403 -1.129
C 4.019 0.000 5.654 -0.289
C 2.644 -0.224 6.252 -0.535
C 2.532 0.518 7.607 -1.393
H 7.253 -2.231 1.944 0.312
H 7.181 -2.481 3.714 0.291
H 8.520 -3.133 2.884 0.403
H 9.342 -1.043 2.103 0.379
H 9.457 -1.028 3.791 0.377
H 7.614 0.618 2.091 0.340
H 8.675 1.113 3.399 0.400
H 7.317 0.106 5.106 0.665
H 6.171 -0.500 3.948 0.213
H 5.673 2.363 2.016 0.671
H 4.182 2.869 2.637 0.615
H 3.699 0.169 2.750 -0.252
H 5.070 -0.033 1.793 0.263
H 3.893 1.657 0.107 0.516
H 2.544 1.476 0.979 0.267
H 3.297 -1.243 0.693 0.393
H 3.437 -0.478 -0.943 0.401
H 1.966 -0.409 -0.095 -0.465
H 7.313 3.548 3.762 0.546
H 7.198 3.270 5.477 0.538
H 4.751 4.326 5.059 0.390
H 5.323 4.735 3.507 0.356
H 7.209 6.069 4.578 0.345
H 6.591 5.596 6.137 0.344
H 4.436 6.695 5.705 0.344
H 4.696 6.941 4.119 0.338
H 5.655 7.924 5.304 0.372
H 3.593 2.032 5.022 0.681
H 4.686 1.940 6.359 0.679
H 4.808 -0.507 6.217 0.435
H 4.089 -0.467 4.663 -0.326
H 2.519 -1.303 6.339 0.441
H 1.860 0.133 5.581 0.307
H 1.718 0.049 8.157 0.420
H 2.321 1.576 7.467 0.319
H 3.465 0.380 8.152 0.336
C 2.317 0.969 -4.287 -1.257
C 1.419 1.703 -5.257 -0.637
C 0.109 2.079 -4.514 0.308
C -0.804 3.166 -5.112 -1.073
P -2.452 3.253 -4.379 1.127
C -3.415 4.669 -4.982 -0.843
C -3.625 4.620 -6.517 -0.752
C -3.584 5.945 -7.253 -0.727
C -4.702 6.905 -6.877 -1.228
C -3.343 1.775 -4.934 -1.056
C -3.064 0.391 -4.330 0.343
C -4.246 -0.592 -4.398 -0.472
C -4.290 -1.434 -5.653 -1.334
C -2.327 3.322 -2.572 -0.601
C -3.227 4.363 -1.857 -0.796
C -3.276 3.951 -0.373 -0.477
C -1.991 4.126 0.435 -1.022
H 3.252 0.728 -4.798 0.495
H 1.903 0.030 -3.925 0.239
H 2.600 1.588 -3.435 0.307
H 0.969 1.038 -6.002 0.327
H 1.704 2.595 -5.819 0.452
H 0.246 2.265 -3.444 0.097
H -0.553 1.204 -4.514 -0.233
H -0.995 2.994 -6.179 0.501
H -0.276 4.125 -5.071 0.561
H -2.727 5.507 -4.808 0.450
H -4.352 4.863 -4.470 0.606
H -4.569 4.092 -6.674 0.331
H -2.843 3.991 -6.953 0.407
H -3.492 5.827 -8.336 0.441
H -2.592 6.404 -7.124 0.350
H -5.587 6.588 -7.433 0.305
H -4.489 7.960 -7.040 0.377
H -5.006 6.877 -5.826 0.303
H -3.165 1.734 -6.013 0.401
H -4.396 2.019 -4.762 0.568
H -2.784 0.494 -3.276 -0.479
H -2.171 -0.082 -4.748 0.449
H -5.158 -0.005 -4.232 0.582
H -4.207 -1.170 -3.470 0.083
H -3.346 -1.978 -5.720 0.248
H -4.262 -0.759 -6.520 0.373
H -5.162 -2.053 -5.841 0.368
H -1.301 3.669 -2.404 0.534
H -2.301 2.311 -2.163 -0.175
H -4.218 4.248 -2.296 0.451
H -2.863 5.382 -1.977 0.313
H -3.488 2.878 -0.359 0.162
H -4.115 4.462 0.106 0.458
H -1.631 5.161 0.419 0.358
H -1.226 3.538 -0.077 0.087
H -2.082 3.865 1.485 0.374
C -5.639 -8.067 0.839 -1.403
C -4.719 -7.022 1.447 -0.500
C -3.990 -6.168 0.373 -0.721
C -2.933 -5.307 1.072 -1.924
P -2.647 -3.621 0.557 0.883
C -4.261 -2.745 0.706 -0.530
C -4.890 -3.037 2.056 -0.158
C -6.149 -2.180 2.330 -0.780
C -5.873 -0.679 2.471 -0.970
C -1.353 -2.941 1.684 -0.289
C -0.357 -3.951 2.231 -0.913
C 1.071 -3.307 2.280 -0.702
C 1.141 -2.255 3.371 -1.070
C -2.057 -3.452 -1.141 -0.097
C -2.745 -4.393 -2.145 -0.612
C -2.312 -3.945 -3.540 0.286
C -3.197 -4.561 -4.641 -1.647
H -6.168 -8.547 1.663 0.405
H -5.082 -8.806 0.265 0.334
H -6.365 -7.600 0.172 0.330
H -3.982 -7.502 2.098 0.396
H -5.254 -6.289 2.055 0.279
H -4.820 -5.624 -0.081 0.257
H -3.456 -6.789 -0.342 0.590
H -2.004 -5.862 1.206 0.660
H -3.185 -5.103 2.126 0.624
H -4.884 -2.928 -0.169 0.656
H -3.884 -1.718 0.599 0.368
H -4.177 -2.915 2.875 0.354
H -5.208 -4.081 2.043 -0.223
H -6.591 -2.685 3.192 0.459
H -6.859 -2.397 1.526 0.360
H -5.857 -0.385 3.518 0.335
H -6.643 -0.125 1.939 0.279
H -4.908 -0.452 2.017 0.191
H -1.885 -2.509 2.539 0.565
H -0.872 -2.137 1.127 0.054
H -0.162 -4.740 1.494 0.504
H -0.568 -4.457 3.171 0.342
H 1.413 -2.881 1.332 -0.046
H 1.688 -4.211 2.259 0.614
H 0.666 -2.522 4.317 0.439
H 0.783 -1.286 3.018 0.382
H 2.193 -2.078 3.635 0.190
H -0.975 -3.626 -1.099 0.375
H -2.266 -2.421 -1.426 -0.074
H -3.816 -4.168 -2.044 0.306
H -2.586 -5.460 -2.017 0.248
H -1.311 -4.351 -3.711 0.409
H -2.261 -2.872 -3.723 -0.164
H -3.208 -5.651 -4.608 0.436
H -2.741 -4.287 -5.595 0.441
H -4.223 -4.192 -4.603 0.287
O 2.047 -2.469 -2.043 -0.471
C 2.454 -3.706 -1.694 0.581
O 3.491 -4.214 -2.156 -0.772
O 1.831 -4.299 -0.736 -0.692
H 1.238 -2.157 -1.640 0.354
N -0.834 0.303 -0.837 0.746
O -0.392 -0.787 -1.223 -0.167
O -1.899 0.299 -0.166 -0.659
O -0.250 1.374 -1.061 -0.751

---

## x
168
Properties=species:S:1:pos:R:3:mulliken_charge:R:1 method="wB97M-V/def2-TZVPD" e_homo_ev=-7.9341 lumo_energy_ev=-2.1 charge=+1 homo_lumo_gap_ev=5.8
C 9.795 1.613 23.147 -1.329
C 9.282 0.188 23.445 -0.857
C 7.757 0.052 23.625 0.934
C 7.124 0.016 22.210 -1.652
P 5.315 -0.290 22.145 -0.262
C 4.746 -0.203 20.343 -1.157
C 3.234 -0.476 20.178 -0.026
C 2.826 -0.861 18.724 -0.638
C 2.882 0.264 17.700 -1.352
C 4.415 0.961 23.242 0.435
C 4.380 2.329 22.695 -0.598
C 3.562 3.284 23.464 0.797
C 3.694 4.655 22.833 -1.780
C 4.866 -1.938 22.876 0.151
C 4.847 -3.122 21.945 0.070
C 6.202 -3.365 21.277 -0.277
C 6.191 -4.906 20.838 -1.783
H 9.488 1.911 22.145 0.312
H 10.879 1.505 23.194 0.435
H 9.520 2.311 23.939 0.264
H 9.854 -0.301 24.233 0.651
H 9.518 -0.440 22.586 0.293
H 7.288 0.843 24.209 -0.485
H 7.491 -0.887 24.110 -0.001
H 7.581 -0.726 21.555 0.743
H 7.215 1.028 21.815 0.696
H 5.324 -0.904 19.740 0.844
H 5.007 0.811 20.041 1.030
H 2.744 0.455 20.465 0.390
H 2.833 -1.203 20.884 -0.474
H 1.758 -1.047 18.835 0.381
H 3.349 -1.752 18.375 0.372
H 3.914 0.548 17.492 0.315
H 2.301 1.149 17.957 0.333
H 2.385 -0.039 16.778 0.419
H 4.984 0.904 24.170 0.468
H 3.400 0.584 23.364 -0.209
H 4.347 2.339 21.605 0.408
H 5.415 2.622 22.873 0.546
H 3.929 3.355 24.488 -1.108
H 2.524 2.959 23.542 -0.467
H 4.539 4.657 22.144 0.398
H 3.771 5.474 23.549 0.312
H 2.751 4.857 22.325 0.337
H 3.828 -1.824 23.187 -3.472
H 5.445 -2.119 23.782 2.651
H 4.007 -3.050 21.254 0.741
H 4.486 -3.943 22.564 -1.210
H 7.027 -3.161 21.959 0.079
H 6.270 -2.670 20.440 0.544
H 6.415 -5.515 21.714 0.385
H 6.986 -5.040 20.104 0.547
H 5.282 -5.230 20.331 0.439
C 4.097 -5.086 22.756 -1.373
C 2.987 -4.021 22.421 -0.196
C 2.577 -3.324 23.709 0.764
C 1.723 -2.053 23.494 -0.033
P 0.818 -1.245 24.888 0.980
C 1.744 -1.356 26.467 -0.146
C 1.648 -2.692 27.211 -1.199
C 2.790 -2.940 28.243 -0.545
C 4.112 -3.197 27.566 -1.709
C 0.583 0.538 24.454 -2.032
C 1.881 1.481 24.381 0.184
C 2.105 2.211 25.693 -0.230
C 3.397 3.028 25.641 -1.280
C -0.780 -2.081 25.151 -1.156
C -1.784 -2.000 24.076 -0.395
C -3.165 -2.572 24.477 -0.678
C -3.294 -4.119 24.298 -1.150
H 3.728 -6.017 23.187 0.446
H 4.877 -4.671 23.394 0.855
H 4.537 -5.299 21.782 0.406
H 2.073 -4.387 21.952 0.679
H 3.238 -3.243 21.700 -0.333
H 3.498 -2.968 24.170 -0.520
H 2.087 -4.049 24.359 0.774
H 0.988 -2.195 22.702 1.123
H 2.423 -1.317 23.099 -0.247
H 1.237 -0.668 27.144 -0.313
H 2.790 -1.110 26.286 0.553
H 1.532 -3.517 26.508 0.468
H 0.732 -2.593 27.794 0.604
H 2.611 -3.730 28.973 0.554
H 2.846 -2.078 28.909 0.452
H 4.888 -3.589 28.224 0.672
H 4.368 -2.260 27.072 -0.713
H 4.118 -3.975 26.803 0.376
H -0.071 1.030 25.174 0.505
H 0.021 0.509 23.520 0.806
H 1.733 2.162 23.543 1.510
H 2.683 0.760 24.215 -0.585
H 2.194 1.385 26.398 -0.009
H 1.307 2.876 26.024 1.375
H 3.492 3.617 26.553 1.158
H 3.285 3.730 24.814 0.129
H 4.336 2.496 25.489 -0.647
H -1.190 -1.583 26.030 0.880
H -0.662 -3.066 25.603 0.672
H -1.491 -2.587 23.205 0.207
H -1.788 -0.962 23.745 0.369
H -3.964 -2.046 23.953 0.377
H -3.336 -2.418 25.543 0.283
H -4.176 -4.667 24.629 0.378
H -2.501 -4.538 24.918 0.260
H -3.055 -4.400 23.272 0.303
C 6.688 4.628 27.351 -1.339
C 6.841 3.167 27.670 -0.028
C 5.748 2.565 28.642 -0.486
C 5.738 1.047 28.405 -0.940
P 4.386 0.111 29.004 0.526
C 4.664 -1.549 28.233 1.723
C 6.047 -2.174 28.315 -1.860
C 6.784 -2.359 27.004 0.747
C 8.149 -3.091 27.120 -1.695
C 4.487 0.154 30.813 -1.501
C 5.711 -0.418 31.536 -0.683
C 5.654 -0.154 33.059 -0.476
C 6.944 -0.580 33.831 -1.381
C 2.867 0.787 28.377 0.626
C 2.160 1.839 29.331 -1.154
C 1.182 2.823 28.573 -0.607
C -0.016 2.018 27.911 -1.000
H 5.817 4.689 26.697 0.214
H 7.400 5.080 26.661 0.407
H 6.476 5.221 28.240 0.313
H 7.832 2.874 28.017 0.493
H 6.683 2.734 26.682 -0.187
H 4.780 2.934 28.302 -0.164
H 5.777 2.915 29.674 0.634
H 6.705 0.613 28.658 1.249
H 5.667 0.782 27.351 -0.098
H 4.399 -1.501 27.177 -1.206
H 3.902 -2.172 28.702 -0.491
H 6.008 -3.141 28.816 0.342
H 6.672 -1.617 29.012 0.754
H 6.974 -1.375 26.576 -0.314
H 6.194 -2.850 26.231 0.560
H 8.652 -2.524 27.904 0.420
H 8.658 -3.108 26.156 0.516
H 7.916 -4.114 27.413 0.337
H 3.574 -0.270 31.232 0.659
H 4.461 1.222 31.027 0.715
H 6.587 0.055 31.092 0.377
H 5.844 -1.489 31.386 0.406
H 4.808 -0.697 33.482 0.353
H 5.465 0.911 33.194 0.371
H 7.886 -0.135 33.510 0.351
H 7.128 -1.641 33.667 0.352
H 6.820 -0.490 34.910 0.392
H 2.260 -0.100 28.196 0.260
H 3.164 1.252 27.437 -0.882
H 2.762 2.599 29.829 0.334
H 1.633 1.267 30.094 0.551
H 1.690 3.418 27.815 0.153
H 0.735 3.528 29.274 0.609
H -0.767 1.795 28.669 0.515
H 0.358 1.083 27.493 0.202
H -0.515 2.507 27.074 0.345
O 6.374 -2.748 25.155 -0.927
C 7.585 -3.075 24.673 -0.616
O 8.394 -2.423 23.959 -0.588
O 8.059 -4.215 24.836 -0.714
H 6.377 -1.840 24.845 0.695
N 4.742 -0.512 25.323 -2.669
O 3.811 -0.839 24.649 2.024
O 4.556 0.291 26.222 1.670
O 5.859 -0.926 25.063 -0.382

---

The structure with the greatest stability is w.

---

## w
17
Properties=species:S:1:pos:R:3:mulliken_charge:R:1 method="wB97M-V/def2-TZVPD" e_homo_ev="-10.9486 / -10.9492" lumo_energy_ev="-3.7 / -3.7" charge=+1 homo_lumo_gap_ev="7.2 / 7.2"
C -2.028 0.648 -1.585 -0.884
C 0.328 -0.012 -0.995 -1.068
C 1.677 -0.343 1.391 0.000
N 0.931 0.258 2.329 -0.341
N -1.066 0.157 -0.558 -0.144
S 1.747 -2.066 1.313 -0.112
H -1.727 1.640 -1.918 0.343
H -2.014 -0.026 -2.440 0.344
H -3.036 0.698 -1.176 0.351
H 0.704 0.887 -1.459 0.343
H 0.451 -0.893 -1.608 0.360
H 2.385 0.240 0.831 0.407
H 0.446 -0.319 3.001 0.226
H 1.165 1.191 2.625 0.260
H -1.073 0.816 0.231 0.358
H -1.398 -0.746 -0.205 0.355
H 2.508 -2.129 0.224 0.200

---

## x
17
Properties=species:S:1:pos:R:3:mulliken_charge:R:1 method="wB97M-V/def2-TZVPD" e_homo_ev=-12.8809 lumo_energy_ev=-3.6 charge=+1 homo_lumo_gap_ev=9.3
C 0.444 1.150 -2.324 -0.965
C -0.333 -0.142 -2.243 -0.385
S 0.250 -1.265 -0.900 -0.327
H 0.226 1.729 -3.214 0.324
H 0.212 1.743 -1.441 0.261
H 1.492 0.918 -2.204 0.320
H -0.385 -0.705 -3.175 0.361
H -1.398 -0.129 -2.019 0.311
H 1.128 -2.257 -1.122 0.158
N -0.955 -0.898 1.907 -0.239
C -0.468 0.196 2.440 0.243
N 0.783 0.351 2.793 -0.287
H -0.352 -1.448 1.287 0.117
H -1.956 -0.966 1.859 0.248
H -1.207 0.947 2.697 0.368
H 1.159 1.201 3.170 0.253
H 1.356 -0.425 2.490 0.240

---

The structure with the greatest stability is x.